# 1
Density functional theory data (the ωB97M-V functional and the def2-TZVPD basis) for an isolated molecule of C2H4OS2.

XYZ file:
```
9
Properties=species:S:1:pos:R:3:forces:R:3
C -1.121 0.005 0.519 -0.201 -5.059 1.016
C 0.372 -0.234 0.627 -1.210 5.738 -0.880
H -0.816 1.166 -1.397 -0.986 -2.279 -0.301
H -1.487 0.909 0.931 -0.296 0.538 0.558
H -1.655 -1.060 0.901 1.176 3.171 -0.323
H 1.746 -1.373 0.744 -1.641 -0.373 -0.307
O 0.730 -1.411 0.698 2.913 -4.830 1.092
S -1.418 -0.166 -1.216 0.516 2.969 -1.348
S 1.472 0.980 0.364 -0.271 0.125 0.494
```
Positions in Å, forces in eV/Å.

SMILES: OC(=S)CS
LUMO: 0.374 eV
Gap between HOMO and LUMO: 9.36 eV
Energy relative to the best compared isomer or geometry (same formula, charge and spin): 24.5 kcal per mole
F_max: 5.93 eV/Å
HOMO energy: -0.33006 Ha

Let us look at the Löwdin charges, expressed in e, one per atom: C -0.6031; C -1.0709; H -0.0423; H 0.0549; H 0.1445; H 0.1493; O 0.0214; S 0.6942; S 0.6519

***

# 2
Density functional theory data (the ωB97M-V functional and the def2-TZVPD basis) for C35H57BN5O3SSi2Zr as an isolated structure.

XYZ file:
```
105
Properties=species:S:1:pos:R:3:forces:R:3
Zr 0.455 1.227 -0.780 2.112 1.592 0.331
C -2.975 2.290 2.162 0.249 0.154 -0.292
Si -1.133 2.570 1.876 -0.029 -0.114 1.234
C -0.202 1.098 2.649 -0.145 0.279 -0.190
C -0.534 4.079 2.857 -0.169 -0.114 -0.388
N -0.691 2.626 0.202 0.074 -0.090 -0.352
C -1.089 3.659 -0.676 -0.085 0.488 -0.372
C -1.899 4.725 -0.296 0.055 -0.173 0.094
C -2.235 5.738 -1.181 -0.059 0.014 0.016
C -1.777 5.687 -2.484 -0.047 0.022 0.038
C -0.984 4.624 -2.893 0.093 -0.141 -0.054
C -0.614 3.612 -2.014 -0.284 0.473 0.226
N 0.213 2.530 -2.370 -0.087 -0.342 0.554
Si 1.050 2.178 -3.845 0.903 -0.458 -0.997
C 2.938 2.184 -3.513 -0.358 -0.027 -0.002
C 0.450 0.442 -4.332 0.160 0.405 0.027
C 0.930 3.301 -5.355 -0.463 0.051 0.385
H -3.186 2.109 3.218 0.076 0.008 0.027
H -3.327 1.427 1.593 0.030 -0.020 0.007
H -3.568 3.151 1.849 -0.025 -0.023 0.006
H -0.756 0.766 3.530 -0.070 -0.058 -0.044
H 0.790 1.397 2.990 0.019 0.022 -0.045
H -0.122 0.237 1.981 -0.018 -0.113 0.132
H -0.820 3.991 3.907 -0.010 -0.072 0.007
H -0.958 5.010 2.479 0.024 0.023 0.056
H 0.555 4.176 2.814 0.004 -0.056 -0.020
H -2.279 4.754 0.717 -0.020 0.062 -0.023
H -2.860 6.554 -0.843 -0.001 0.006 -0.031
H -2.038 6.466 -3.188 0.001 -0.015 -0.016
H -0.649 4.570 -3.920 -0.009 0.066 0.038
H 3.224 1.761 -2.550 0.024 0.040 0.029
H 3.324 3.205 -3.564 -0.056 0.024 0.016
H 3.459 1.617 -4.290 -0.049 -0.010 -0.044
H 0.359 -0.199 -3.455 -0.001 -0.103 -0.058
H 1.119 -0.036 -5.052 0.013 -0.015 0.010
H -0.541 0.503 -4.784 -0.008 0.046 0.000
H 1.233 4.325 -5.130 0.026 -0.017 0.003
H -0.084 3.330 -5.760 0.030 0.024 -0.065
H 1.593 2.926 -6.136 0.031 -0.126 0.065
C 2.680 4.042 -0.007 -0.151 -0.094 -0.013
N 3.551 3.245 0.831 -0.218 -0.468 -0.102
C 4.959 3.600 0.701 0.165 -0.005 0.002
C 3.205 1.996 1.256 0.149 -0.049 0.023
N 2.250 1.241 0.743 -0.145 0.882 -0.162
N 3.977 1.526 2.278 -0.010 -0.245 0.212
C 3.895 0.124 2.645 0.092 0.101 0.032
C 4.405 2.409 3.359 0.032 -0.041 0.115
H 3.025 5.073 0.040 -0.060 0.015 -0.004
H 1.667 4.002 0.375 -0.286 -0.002 -0.033
H 2.698 3.721 -1.049 -0.037 -0.034 -0.136
H 5.228 3.650 -0.358 -0.021 0.012 0.005
H 5.590 2.857 1.180 0.002 0.053 -0.056
H 5.153 4.575 1.151 -0.009 -0.009 0.010
H 2.116 0.430 1.339 -0.123 0.088 0.052
H 3.892 -0.496 1.748 0.051 0.019 0.052
H 3.008 -0.099 3.250 -0.011 -0.031 -0.007
H 4.777 -0.128 3.231 -0.001 -0.029 0.007
H 4.165 3.442 3.127 0.003 -0.031 0.006
H 5.479 2.320 3.531 0.001 0.017 -0.009
H 3.885 2.136 4.281 0.004 -0.002 -0.014
C -0.055 -5.728 1.041 -0.042 0.025 -0.013
C 0.696 -4.576 0.446 0.088 0.016 0.063
C 0.356 -4.053 -0.802 -0.007 0.057 -0.008
C 1.064 -2.996 -1.345 -0.055 -0.021 -0.094
C 2.139 -2.470 -0.642 0.259 0.223 0.023
C 2.485 -2.962 0.608 0.127 0.073 0.001
C 1.760 -4.011 1.146 -0.020 -0.040 -0.033
S 3.053 -1.080 -1.289 -0.197 -0.829 -0.103
C 3.515 -1.761 -2.894 -0.015 0.312 0.097
O 1.967 -0.063 -1.615 -0.064 -0.241 -0.461
H -0.838 -6.077 0.371 -0.040 -0.018 0.015
H -0.515 -5.425 1.983 -0.045 -0.035 0.007
H 0.621 -6.557 1.254 -0.028 0.000 -0.002
H -0.475 -4.476 -1.353 -0.033 0.013 0.023
H 0.773 -2.584 -2.304 -0.036 -0.006 0.016
H 3.327 -2.540 1.146 -0.040 -0.049 -0.001
H 2.028 -4.407 2.118 0.008 0.008 -0.002
H 2.651 -2.199 -3.384 -0.048 0.040 0.050
H 4.286 -2.512 -2.727 0.001 0.009 0.067
H 3.909 -0.938 -3.489 0.035 0.006 0.040
C -4.388 -6.200 1.220 -0.026 0.086 0.011
C -4.607 -4.739 1.643 -0.108 -0.052 0.098
C -4.188 -4.589 3.108 -0.010 -0.007 -0.112
C -6.109 -4.419 1.555 0.085 0.007 -0.003
C -3.836 -3.795 0.720 -0.037 -0.045 -0.058
C -4.163 -3.762 -0.643 0.005 -0.009 0.046
C -3.556 -2.897 -1.544 0.044 0.093 -0.147
C -2.585 -2.055 -1.045 0.004 -0.242 0.489
O -1.837 -1.104 -1.684 0.143 0.289 -0.351
B -1.016 -0.504 -0.726 -1.514 -1.634 0.261
O -1.249 -1.158 0.508 0.141 0.221 0.142
C -2.234 -2.088 0.295 -0.177 -0.141 -0.477
C -2.844 -2.938 1.195 0.136 0.081 0.131
H -5.048 -6.852 1.796 0.017 -0.021 0.003
H -3.360 -6.514 1.405 0.065 0.011 -0.029
H -4.609 -6.348 0.163 -0.004 -0.019 0.003
H -4.763 -5.285 3.718 0.004 0.001 0.017
H -4.389 -3.580 3.471 0.039 -0.006 0.043
H -3.130 -4.816 3.255 0.005 0.013 0.010
H -6.662 -5.043 2.259 -0.016 0.000 -0.008
H -6.505 -4.610 0.557 -0.014 0.019 -0.008
H -6.296 -3.373 1.803 -0.019 0.001 -0.009
H -4.938 -4.419 -1.014 0.002 -0.011 -0.003
H -3.848 -2.866 -2.585 0.018 -0.024 0.009
H -2.563 -2.909 2.240 0.010 -0.008 -0.031
```
Positions in Å, forces in eV/Å.

LUMO: -2.315 eV
Gap between HOMO and LUMO: 7.16 eV
Energy relative to the best compared isomer or geometry (same formula, charge and spin): 1.1 kcal per mole
F_max: 2.67 eV/Å
Charge: +1
HOMO energy: -0.34807 Ha

These are the Löwdin partial charges, in e, on atoms 1 to 99: Zr 1.6432; C -0.1516; Si 0.4178; C -0.1639; C -0.1596; N -0.2520; C -0.3126; C -0.0511; C -0.0900; C -0.0896; C -0.0372; C -0.3016; N -0.2218; Si 0.4349; C -0.1815; C -0.1574; C -0.1814; H 0.0354; H 0.0328; H 0.0271; H 0.0455; H 0.0122; H -0.0037; H 0.0365; H 0.0223; H 0.0193; H 0.0780; H 0.1044; H 0.1044; H 0.0756; H -0.0125; H 0.0307; H 0.0308; H -0.0155; H 0.0358; H 0.0424; H 0.0345; H 0.0352; H 0.0399; C -0.0288; N -0.1506; C -0.0395; C -0.4009; N 0.0333; N -0.1571; C -0.0476; C -0.0374; H 0.1034; H 0.0723; H 0.0757; H 0.0993; H 0.0858; H 0.0998; H 0.0326; H 0.0607; H 0.1013; H 0.1024; H 0.0891; H 0.0975; H 0.0984; C -0.0297; C -0.2395; C -0.0020; C -0.0631; C -0.3900; C -0.0723; C -0.0159; S 1.0208; C -0.1882; O -0.7160; H 0.0781; H 0.0851; H 0.0922; H 0.1300; H 0.1190; H 0.0963; H 0.1257; H 0.0614; H 0.0735; H 0.0580; C -0.0404; C -0.5576; C -0.0658; C -0.0445; C -0.1647; C -0.0268; C 0.0285; C -0.2205; O 0.1182; B -0.5394; O 0.0720; C -0.2057; C 0.0650; H 0.0887; H 0.0758; H 0.0792; H 0.0892; H 0.0898; H 0.0765